Entry 1:
{"formula": "C32H46MgN8S", "method": "the ωB97M-V functional and the def2-TZVPD basis", "relative_energy_kcal_mol": 14.93, "elements": ["Mg", "C", "C", "N", "C", "C", "C", "C", "C", "C", "C", "N", "C", "C", "N", "N", "H", "H", "H", "H", "H", "H", "H", "H", "H", "H", "H", "H", "H", "H", "H", "H", "H", "H", "C", "C", "C", "C", "N", "H", "H", "H", "H", "H", "H", "H", "H", "H", "C", "C", "C", "C", "N", "N", "C", "H", "H", "H", "H", "H", "H", "H", "H", "N", "S", "C", "C", "C", "C", "C", "C", "C", "C", "C", "C", "C", "C", "H", "H", "H", "H", "H", "H", "H", "H", "H", "H", "H"], "coordinates": [[-0.0808, -0.1269, 0.7013], [-1.7160, -2.1919, 2.5841], [-0.8771, -3.0829, 1.6705], [0.3917, -2.4654, 1.2601], [1.4596, -2.5096, 2.2444], [1.3280, -1.3671, 3.2291], [1.7226, -1.4764, 4.5561], [1.5875, -0.3749, 5.3816], [1.0499, 0.7951, 4.8751], [0.6737, 0.8270, 3.5382], [0.0900, 2.0634, 2.8862], [-0.8549, 1.7062, 1.8399], [-2.2466, 1.5222, 2.2626], [-2.4641, 0.1398, 2.8784], [-1.9054, -0.8736, 1.9980], [0.8298, -0.2307, 2.7379], [-1.2135, -2.0582, 3.5484], [-2.6589, -2.7101, 2.7976], [-1.4394, -3.2917, 0.7600], [-0.7087, -4.0403, 2.1788], [0.6892, -2.8598, 0.3785], [2.4048, -2.3618, 1.7156], [1.5214, -3.4595, 2.7893], [2.1162, -2.4142, 4.9255], [1.8817, -0.4341, 6.4223], [0.9043, 1.6669, 5.4991], [0.9141, 2.6066, 2.4148], [-0.3356, 2.7197, 3.6535], [-0.7943, 2.3277, 1.0423], [-2.8611, 1.6211, 1.3652], [-2.5635, 2.2989, 2.9677], [-3.5294, -0.0048, 3.0920], [-1.9418, 0.0731, 3.8391], [-2.3973, -0.9370, 1.1066], [-0.7858, 3.4417, -1.5517], [0.3158, 2.3569, -1.5471], [0.8756, 2.2669, -2.9777], [1.4425, 2.8876, -0.6466], [-0.1201, 1.0789, -0.9816], [-0.3496, 4.4387, -1.6744], [-1.3374, 3.4257, -0.6053], [-1.5164, 3.2987, -2.3468], [1.2552, 3.2422, -3.2947], [0.1130, 1.9662, -3.6962], [1.6877, 1.5415, -3.0356], [1.9725, 3.7178, -1.1223], [2.1570, 2.0963, -0.4139], [1.0432, 3.2805, 0.2971], [6.0336, 0.7504, 2.6567], [5.0192, 0.4543, 1.6038], [5.1334, 0.2464, 0.2520], [3.8186, -0.0083, -0.2051], [2.9535, 0.0401, 0.7953], [3.7068, 0.3137, 1.8889], [3.3541, -0.3050, -1.5928], [6.9734, 1.0453, 2.1950], [6.2277, -0.1231, 3.2815], [5.7109, 1.5663, 3.3055], [6.0378, 0.2759, -0.3326], [3.2622, 0.4225, 2.7842], [3.5938, 0.5216, -2.2627], [2.2728, -0.4421, -1.6150], [3.8415, -1.1994, -1.9841], [-1.0956, -1.0704, -0.8016], [-0.7495, -0.1209, -2.1101], [-2.2816, 0.6681, -2.6066], [-2.4673, 1.0635, -3.9260], [-3.6087, 1.7606, -4.2827], [-4.5874, 2.0426, -3.3313], [-4.4167, 1.6072, -2.0254], [-3.2602, 0.9237, -1.6661], [-1.5886, -1.8408, -3.3618], [-0.5872, -2.5585, -4.0150], [-0.8174, -3.7924, -4.6247], [-2.0863, -4.3539, -4.5845], [-3.1117, -3.6666, -3.9395], [-2.8558, -2.4347, -3.3443], [-1.2634, -2.0020, -1.1660], [-1.7218, 0.8060, -4.6695], [-3.7463, 2.0767, -5.3094], [-5.4821, 2.5821, -3.6144], [-5.1823, 1.8044, -1.2839], [-3.0990, 0.5829, -0.6495], [0.4202, -2.1369, -4.0521], [-0.0121, -4.3165, -5.1302], [-2.2779, -5.3121, -5.0527], [-4.1089, -4.0949, -3.9109], [-3.6808, -1.9120, -2.8559]], "lowdin_charge": [0.56, -0.19, -0.18, -0.09, -0.14, -0.27, -0.01, -0.05, -0.01, -0.25, -0.13, -0.09, -0.16, -0.19, -0.10, 0.10, 0.11, 0.12, 0.12, 0.12, 0.12, 0.12, 0.12, 0.12, 0.11, 0.12, 0.12, 0.13, 0.07, 0.11, 0.12, 0.12, 0.11, 0.10, -0.05, -0.70, -0.07, -0.06, -0.34, 0.08, 0.06, 0.07, 0.08, 0.05, 0.06, 0.08, 0.05, 0.06, -0.02, -0.31, 0.02, -0.34, 0.08, 0.04, -0.02, 0.08, 0.08, 0.08, 0.11, 0.13, 0.08, 0.06, 0.08, -0.36, 0.91, -0.40, -0.10, -0.09, -0.10, -0.09, -0.10, -0.26, -0.16, -0.13, -0.13, -0.12, -0.14, -0.01, 0.11, 0.10, 0.09, 0.10, 0.08, 0.08, 0.09, 0.09, 0.09, 0.09]}


Entry 2:
{"formula": "C32H46O27", "method": "the ωB97M-V functional and the def2-TZVPD basis", "relative_energy_kcal_mol": 0.00, "elements": ["C", "C", "C", "O", "C", "O", "O", "H", "H", "H", "H", "H", "H", "C", "C", "C", "O", "C", "O", "O", "H", "H", "H", "H", "H", "H", "C", "C", "C", "O", "C", "O", "O", "H", "H", "H", "H", "H", "H", "C", "C", "C", "O", "C", "O", "O", "H", "H", "H", "H", "H", "H", "C", "C", "C", "O", "C", "O", "O", "H", "H", "H", "H", "H", "H", "O", "C", "O", "C", "C", "O", "H", "H", "H", "H", "O", "C", "O", "C", "C", "O", "H", "H", "H", "H", "O", "C", "O", "C", "C", "O", "H", "H", "H", "H", "O", "C", "O", "C", "C", "O", "H", "H", "H", "H"], "coordinates": [[-5.3768, 0.5533, -1.3827], [-4.4854, 1.2671, -0.3854], [-3.5438, 2.2982, -1.0098], [-3.6636, 3.4482, -0.1796], [-4.7313, 3.3050, 0.6382], [-5.0511, 4.1225, 1.4466], [-5.3041, 2.1069, 0.4567], [-4.7854, -0.1813, -1.9289], [-5.7953, 1.2740, -2.0897], [-6.2231, 0.0925, -0.8763], [-3.9993, 0.5339, 0.2448], [-3.8922, 2.5559, -2.0136], [-2.5007, 2.0139, -1.0820], [0.9263, 2.2012, -5.0614], [0.1426, 2.0715, -3.7913], [-1.3912, 2.1770, -3.9272], [-1.8841, 1.0641, -3.1868], [-0.8628, 0.2310, -2.8693], [-0.9773, -0.8310, -2.3392], [0.3083, 0.7411, -3.2569], [0.6659, 3.1484, -5.5468], [0.6379, 1.4404, -5.7912], [2.0035, 2.1604, -4.9293], [0.5046, 2.7659, -3.0317], [-1.7648, 2.1493, -4.9519], [-1.7206, 3.1337, -3.5183], [-4.7218, -4.0392, -2.2281], [-3.4417, -3.2504, -2.1790], [-2.6473, -3.2444, -0.8575], [-1.3621, -3.7200, -1.2081], [-1.3254, -4.0900, -2.5108], [-0.3938, -4.5808, -3.0533], [-2.5016, -3.8330, -3.1088], [-5.4596, -3.4631, -1.6553], [-4.6367, -5.0705, -1.9042], [-5.1310, -3.9904, -3.2391], [-3.6093, -2.2368, -2.5446], [-3.1156, -3.7709, -0.0284], [-2.5957, -2.1902, -0.5780], [-0.4303, 2.8806, 6.2617], [-0.2656, 2.0703, 5.0004], [0.0267, 2.8946, 3.7342], [1.2780, 2.3858, 3.2748], [1.8102, 1.5625, 4.1872], [2.9283, 1.1511, 4.1598], [0.8915, 1.2105, 5.1064], [-0.5917, 2.2521, 7.1344], [-1.3103, 3.5165, 6.1247], [0.4373, 3.5138, 6.4574], [-1.1453, 1.4362, 4.8684], [0.1594, 3.9324, 4.0534], [-0.7446, 2.8273, 2.9735], [6.7339, -1.2035, -1.2482], [6.2087, 0.0376, -0.5928], [6.5700, 1.3404, -1.3357], [5.3254, 1.9388, -1.6839], [4.3014, 1.1203, -1.3426], [3.1568, 1.3732, -1.5339], [4.7542, -0.0044, -0.7885], [7.8167, -1.1389, -1.4023], [6.3603, -1.1909, -2.2782], [6.4637, -2.1531, -0.7981], [6.3403, 0.0909, 0.4864], [7.0942, 1.0862, -2.2583], [7.1697, 1.9966, -0.7109], [-1.9262, 0.6801, 1.9706], [-0.9608, 0.2203, 1.4280], [-0.7947, -1.0803, 1.1642], [0.4765, -1.2813, 0.5146], [1.1793, 0.0684, 0.6992], [0.0920, 0.9444, 1.0442], [0.9878, -2.0984, 1.0150], [0.3219, -1.5822, -0.5175], [1.7416, 0.3735, -0.1761], [1.7684, 0.0215, 1.6152], [3.8325, -3.4784, -0.2041], [4.0470, -3.1639, 0.9221], [3.4657, -2.1148, 1.5417], [4.2866, -1.7345, 2.6725], [4.9354, -3.0679, 2.9967], [4.9682, -3.7355, 1.7300], [4.9284, -0.9257, 2.3276], [3.6335, -1.3967, 3.4724], [4.3287, -3.6390, 3.7030], [5.9378, -3.0259, 3.4159], [2.8370, -1.5538, -6.4694], [2.7027, -1.7994, -5.3162], [3.5082, -1.3222, -4.3368], [3.2459, -2.0244, -3.1214], [1.8282, -2.5483, -3.3822], [1.7366, -2.5895, -4.7962], [3.9478, -2.8306, -2.9095], [3.2318, -1.3418, -2.2770], [1.0816, -1.8800, -2.9461], [1.6586, -3.5014, -2.8914], [-4.9971, 0.6402, 6.8803], [-4.9697, 1.1510, 5.8134], [-4.9913, 2.4984, 5.6168], [-4.9185, 2.7714, 4.2214], [-5.2602, 1.4214, 3.5818], [-4.8749, 0.5023, 4.6385], [-5.6850, 3.4832, 3.9239], [-3.9546, 3.1674, 3.9016], [-4.6767, 1.1705, 2.7075], [-6.3332, 1.3116, 3.4343]], "lowdin_charge": [-0.01, -0.29, -0.09, 0.08, -0.56, 0.16, 0.07, 0.08, 0.09, 0.09, 0.14, 0.13, 0.12, -0.01, -0.29, -0.08, 0.04, -0.54, 0.16, 0.09, 0.09, 0.10, 0.09, 0.16, 0.14, 0.13, -0.02, -0.31, -0.09, 0.06, -0.56, 0.16, 0.09, 0.09, 0.09, 0.09, 0.13, 0.14, 0.11, -0.02, -0.30, -0.07, 0.07, -0.58, 0.14, 0.09, 0.09, 0.09, 0.09, 0.15, 0.13, 0.12, -0.01, -0.27, -0.08, 0.08, -0.57, 0.15, 0.05, 0.10, 0.10, 0.08, 0.14, 0.13, 0.13, 0.13, -0.59, 0.07, -0.08, -0.06, 0.06, 0.12, 0.10, 0.11, 0.12, 0.16, -0.58, 0.03, -0.08, -0.10, 0.06, 0.13, 0.12, 0.13, 0.13, 0.15, -0.57, 0.05, -0.11, -0.12, 0.08, 0.12, 0.10, 0.10, 0.12, 0.16, -0.59, 0.06, -0.13, -0.08, 0.06, 0.12, 0.12, 0.11, 0.14]}


Entry 3:
{"formula": "C32H47As2N2O3PPdS2", "method": "the ωB97M-V functional and the def2-TZVPD basis", "e_tot_ha": -7319.97906, "elements": ["Pd", "C", "C", "C", "C", "C", "O", "C", "N", "C", "C", "C", "C", "C", "C", "P", "C", "C", "C", "C", "C", "C", "C", "C", "C", "C", "C", "C", "H", "H", "H", "H", "H", "H", "H", "H", "H", "H", "H", "H", "H", "H", "H", "H", "H", "H", "H", "H", "H", "H", "H", "H", "N", "C", "C", "O", "O", "H", "H", "H", "H", "H", "C", "As", "C", "C", "S", "H", "H", "H", "H", "H", "H", "H", "H", "H", "C", "As", "C", "C", "S", "H", "H", "H", "H", "H", "H", "H", "H", "H"], "coordinates": [[-0.2807, 0.7746, 0.2064], [-1.5486, 0.1699, 3.1657], [-2.2974, -1.1267, 2.9226], [-1.3319, -2.3028, 2.8659], [-3.1618, -1.0468, 1.6550], [-4.1555, -2.2160, 1.5262], [-3.7667, -2.8845, 0.3216], [-2.7354, -2.1563, -0.2034], [-2.3569, -1.1355, 0.4389], [-2.1864, -2.6785, -1.4691], [-2.8716, -3.7640, -2.0234], [-2.4584, -4.3634, -3.1965], [-1.3325, -3.8793, -3.8391], [-0.6539, -2.8057, -3.2954], [-1.0475, -2.1767, -2.1154], [0.0073, -0.7109, -1.6202], [-0.1589, 0.2227, -3.1960], [0.6037, 0.0322, -4.3485], [0.3721, 0.7903, -5.4844], [-0.6363, 1.7435, -5.4923], [-1.4030, 1.9363, -4.3539], [-1.1589, 1.1885, -3.2132], [1.6492, -1.5142, -1.7938], [1.8508, -2.8221, -1.3612], [3.1224, -3.3734, -1.3122], [4.2276, -2.6212, -1.6851], [4.0404, -1.3123, -2.1068], [2.7681, -0.7709, -2.1562], [-0.8958, 0.0923, 4.0387], [-2.2452, 1.0012, 3.3101], [-0.9097, 0.4083, 2.3061], [-3.0023, -1.2813, 3.7523], [-0.5853, -2.1213, 2.0868], [-1.8307, -3.2483, 2.6493], [-0.8130, -2.4137, 3.8210], [-3.6780, -0.0801, 1.6386], [-5.1936, -1.8970, 1.4158], [-4.0854, -2.9371, 2.3440], [-3.7457, -4.1371, -1.5122], [-3.0131, -5.1989, -3.5999], [-0.9819, -4.3271, -4.7588], [0.2207, -2.4444, -3.8142], [1.3907, -0.7100, -4.3666], [0.9805, 0.6319, -6.3664], [-0.8203, 2.3370, -6.3789], [-2.1877, 2.6813, -4.3432], [-1.7391, 1.3735, -2.3174], [1.0062, -3.4326, -1.0658], [3.2453, -4.3998, -0.9876], [5.2202, -3.0519, -1.6568], [4.8887, -0.7094, -2.4057], [2.6554, 0.2480, -2.5030], [1.9861, 2.3366, -0.9466], [2.6067, 3.4921, -0.3424], [1.6924, 4.2687, 0.5931], [1.9143, 5.4096, 0.9187], [0.6262, 3.6392, 1.0714], [1.6334, 2.4962, -1.8793], [0.4745, 2.7407, 0.6783], [2.5661, 1.5130, -0.9135], [2.9997, 4.2267, -1.0541], [3.4515, 3.1753, 0.2757], [-1.6854, 4.0808, 3.0408], [-2.4797, 4.0870, 1.2681], [-1.8484, 5.7181, 0.4384], [-4.3647, 4.4167, 1.6049], [-2.2869, 2.3500, 0.0845], [-2.3546, 4.6111, 3.7177], [-0.7168, 4.5708, 2.9949], [-1.5492, 3.0555, 3.3775], [-2.1562, 6.5786, 1.0316], [-2.2667, 5.7848, -0.5658], [-0.7629, 5.6810, 0.3909], [-4.5051, 5.3878, 2.0780], [-4.7391, 3.6270, 2.2564], [-4.8993, 4.3752, 0.6572], [3.4796, -1.0429, 4.4086], [3.2663, -1.3486, 2.5009], [2.3737, -3.0653, 2.3949], [5.0466, -1.6833, 1.8235], [2.2769, 0.2001, 1.5229], [3.9987, -1.8758, 4.8817], [2.4862, -0.9272, 4.8388], [4.0393, -0.1204, 4.5572], [3.0078, -3.8425, 2.8215], [2.1656, -3.2827, 1.3497], [1.4372, -3.0063, 2.9457], [5.5450, -2.4522, 2.4113], [5.6134, -0.7538, 1.8585], [4.9479, -2.0020, 0.7859]], "lowdin_charge": [-0.10, -0.09, -0.38, -0.07, -0.28, -0.09, -0.02, -0.32, 0.14, -0.12, -0.02, -0.07, -0.07, -0.10, -0.25, 1.03, -0.36, -0.11, -0.09, -0.09, -0.08, -0.12, -0.38, -0.11, -0.10, -0.12, -0.08, -0.13, 0.08, 0.06, 0.01, 0.14, 0.07, 0.08, 0.08, 0.12, 0.12, 0.12, 0.11, 0.10, 0.11, 0.09, 0.09, 0.10, 0.10, 0.10, 0.01, 0.11, 0.11, 0.10, 0.11, 0.09, 0.00, -0.17, -0.54, 0.08, 0.00, 0.08, 0.01, 0.00, 0.12, 0.12, -0.23, 0.70, -0.24, -0.27, 0.18, 0.03, 0.03, 0.01, 0.04, 0.04, 0.01, 0.03, 0.03, 0.03, -0.26, 0.63, -0.24, -0.25, 0.14, 0.03, 0.03, 0.03, 0.04, 0.01, 0.01, 0.04, 0.04, 0.01]}